The following is a DFT calculation (ωB97M-V/def2-TZVPD) of a 3-piece molecular cluster, C15H40IO8P3 overall at a distorted geometry.

HOMO-LUMO gap = 8.78 eV
HOMO = -0.3120 Ha
SMILES = CCOP(=O)(OCC)OCC.CCOP(=O)(OCC)OCC.[PH4]CCCI
E_tot = -68551.2861 eV
E_LUMO = 0.2843 eV

Geometry (Å):
C 6.197 5.695 -0.759
C 7.632 5.255 -0.984
O 7.906 3.997 -0.373
P 7.328 2.638 -1.042
O 7.752 2.624 -2.453
O 8.286 1.547 -0.331
C 9.120 0.675 -1.093
C 10.515 1.246 -1.240
O 6.159 2.336 0.050
C 4.772 2.312 -0.329
C 4.524 1.592 -1.639
H 5.504 5.061 -1.322
H 6.051 6.723 -1.091
H 5.933 5.624 0.297
H 7.860 5.216 -2.052
H 8.313 5.973 -0.528
H 8.677 0.460 -2.064
H 9.166 -0.269 -0.546
H 10.486 2.259 -1.641
H 11.119 0.625 -1.903
H 11.008 1.301 -0.268
H 4.384 3.333 -0.371
H 4.241 1.804 0.476
H 4.971 2.131 -2.480
H 3.454 1.505 -1.831
H 4.961 0.592 -1.620
C -4.717 -1.909 2.841
C -6.061 -1.507 3.419
O -6.905 -0.938 2.421
P -7.584 -1.909 1.316
O -8.293 -2.979 2.041
O -8.767 -0.945 0.781
C -10.139 -1.330 0.861
C -10.782 -0.790 2.121
O -6.651 -1.483 0.050
C -5.800 -2.440 -0.605
C -6.465 -3.784 -0.820
H -4.830 -2.766 2.170
H -4.020 -2.195 3.629
H -4.282 -1.090 2.268
H -6.550 -2.362 3.893
H -5.925 -0.743 4.184
H -10.245 -2.412 0.796
H -10.633 -0.906 -0.014
H -10.213 -1.070 3.007
H -11.801 -1.166 2.227
H -10.815 0.300 2.094
H -4.871 -2.557 -0.037
H -5.533 -2.005 -1.568
H -6.663 -4.285 0.134
H -5.826 -4.439 -1.411
H -7.420 -3.664 -1.334
P 2.074 -1.626 -0.605
C 0.629 -0.572 0.113
C -0.640 -0.694 -0.720
C -1.275 -2.091 -0.755
I -1.386 -3.103 1.121
H 1.659 -2.698 0.239
H 2.993 -0.639 -0.144
H 1.582 -1.443 -1.940
H 3.162 -2.421 -1.158
H 0.949 0.475 0.140
H 0.503 -0.884 1.152
H -1.397 0.024 -0.403
H -0.350 -0.475 -1.755
H -0.746 -2.722 -1.467
H -2.290 -2.011 -1.140